# C31H74GaO12S6

A molecular structure, C31H74GaO12S6 (ωB97M-V/def2-TZVPD, the Open Molecules 2025 dataset).

Each line ends with the Löwdin charge.
Element x y z (Å)
1 C 6.40 0.77 4.14  -0.077
2 C 6.62 0.22 2.75  -0.284
3 O 5.77 0.76 1.76  -0.161
4 C 5.90 2.16 1.60  -0.233
5 C 5.03 2.62 0.43  -0.163
6 C 3.77 3.36 0.87  -0.233
7 C 3.06 4.08 -0.27  -0.317
8 C 1.70 4.64 0.16  -0.224
9 Ga 0.36 3.14 0.54  0.454
10 C -1.42 3.71 -0.32  -0.176
11 C -2.56 2.82 -0.11  -0.352
12 O -3.27 2.31 -1.01  -0.053
13 C 0.25 2.95 2.57  -0.209
14 C -0.70 1.90 3.16  -0.273
15 C -0.24 1.40 4.53  -0.114
16 C 1.00 0.54 4.55  -0.439
17 O 1.81 0.58 5.50  0.056
18 O 1.13 -0.38 3.57  -0.021
19 C 2.23 -0.20 2.65  -0.203
20 C 2.54 -1.53 2.02  -0.052
21 O 1.08 1.59 -0.26  -0.248
22 C 0.19 0.78 -0.98  -0.276
23 C -0.41 -0.34 -0.14  -0.179
24 O -1.79 -0.52 -0.42  -0.138
25 C -2.21 -1.82 -0.11  -0.288
26 C -2.23 -2.12 1.38  -0.072
27 H 6.84 1.76 4.27  0.070
28 H 5.34 0.82 4.37  0.074
29 H 6.86 0.11 4.87  0.064
30 H 7.67 0.34 2.44  0.111
31 H 6.41 -0.85 2.76  0.113
32 H 6.95 2.42 1.43  0.118
33 H 5.56 2.67 2.50  0.109
34 H 5.60 3.26 -0.24  0.106
35 H 4.73 1.72 -0.12  0.111
36 H 4.02 4.07 1.65  0.114
37 H 3.08 2.63 1.29  0.088
38 H 2.92 3.37 -1.08  0.092
39 H 3.74 4.86 -0.64  0.096
40 H 1.84 5.26 1.05  0.044
41 H 1.31 5.26 -0.65  0.037
42 H -1.29 3.90 -1.38  0.062
43 H -1.62 4.66 0.17  0.064
44 H -2.80 2.55 0.93  0.107
45 H -0.06 3.94 2.92  0.047
46 H 1.27 2.80 2.94  0.043
47 H -1.66 2.39 3.34  0.097
48 H -0.90 1.07 2.49  0.078
49 H 0.02 2.27 5.13  0.118
50 H -1.03 0.84 5.02  0.122
51 H 1.92 0.50 1.88  0.095
52 H 3.09 0.20 3.18  0.110
53 H 3.06 -1.35 1.09  0.080
54 H 1.63 -2.08 1.80  0.058
55 H 3.20 -2.13 2.64  0.073
56 H -0.61 1.34 -1.48  0.102
57 H 0.78 0.29 -1.76  0.069
58 H -0.24 -0.13 0.91  0.101
59 H 0.12 -1.27 -0.36  0.112
60 H -1.55 -2.56 -0.58  0.101
61 H -3.22 -1.96 -0.49  0.108
62 H -2.88 -2.98 1.57  0.069
63 H -1.24 -2.40 1.73  0.061
64 H -2.62 -1.28 1.94  0.075
65 C 4.90 0.47 9.68  -0.280
66 S 5.26 -0.85 8.52  0.792
67 O 6.33 -0.35 7.61  -0.561
68 C 3.71 -0.75 7.64  -0.278
69 H 5.78 0.61 10.31  0.043
70 H 4.69 1.39 9.12  0.058
71 H 4.05 0.20 10.29  0.049
72 H 3.56 0.24 7.23  0.043
73 H 2.89 -1.01 8.32  0.056
74 H 3.73 -1.47 6.82  0.054
75 C -6.43 0.64 -4.77  -0.288
76 S -5.39 -0.31 -3.66  0.831
77 O -6.03 -1.66 -3.53  -0.580
78 C -5.78 0.61 -2.18  -0.265
79 H -6.35 0.19 -5.76  0.034
80 H -7.46 0.59 -4.42  0.060
81 H -6.08 1.67 -4.81  0.039
82 H -6.86 0.56 -2.00  0.058
83 H -5.44 1.63 -2.29  0.046
84 H -5.25 0.15 -1.35  0.047
85 C 4.86 -0.48 -3.66  -0.271
86 S 3.20 -0.09 -3.09  0.813
87 O 2.58 -1.38 -2.70  -0.546
88 C 2.54 0.32 -4.72  -0.262
89 H 5.43 -0.81 -2.80  0.048
90 H 4.81 -1.28 -4.41  0.053
91 H 5.32 0.42 -4.08  0.050
92 H 2.64 -0.54 -5.38  0.054
93 H 3.08 1.18 -5.12  0.052
94 H 1.49 0.57 -4.59  0.051
95 C -6.71 -4.32 -2.05  -0.281
96 S -7.98 -5.06 -1.02  0.792
97 O -7.45 -5.12 0.37  -0.560
98 C -7.82 -6.72 -1.70  -0.285
99 H -6.60 -3.28 -1.78  0.030
100 H -5.77 -4.85 -1.90  0.063
101 H -7.02 -4.38 -3.10  0.053
102 H -6.80 -7.07 -1.56  0.054
103 H -8.08 -6.71 -2.76  0.047
104 H -8.51 -7.37 -1.16  0.042
105 C -6.44 3.97 -8.98  -0.274
106 S -7.65 3.22 -7.88  0.807
107 O -7.05 3.22 -6.52  -0.546
108 C -7.46 1.55 -8.52  -0.276
109 H -6.37 5.02 -8.72  0.049
110 H -5.48 3.48 -8.85  0.059
111 H -6.79 3.87 -10.01  0.050
112 H -6.42 1.23 -8.42  0.058
113 H -7.78 1.52 -9.56  0.050
114 H -8.10 0.89 -7.93  0.049
115 C 2.93 -4.54 -1.29  -0.262
116 S 1.29 -5.08 -0.79  0.806
117 O 0.73 -4.00 0.06  -0.543
118 C 1.83 -6.40 0.31  -0.278
119 H 2.80 -3.67 -1.94  0.021
120 H 3.50 -4.26 -0.40  0.059
121 H 3.42 -5.35 -1.83  0.049
122 H 2.48 -5.98 1.08  0.055
123 H 2.35 -7.16 -0.27  0.047
124 H 0.94 -6.82 0.77  0.045

The value obtained for the electronic energy is -6442.187621 Eh. Its HOMO-LUMO gap is 6.51 eV. The total charge is -1.



# C31H76Br12N9O12P3

A molecular structure, C31H76Br12N9O12P3 (ωB97M-V/def2-TZVPD, the Open Molecules 2025 dataset).

Each line ends with the Löwdin charge.
Element x y z (Å)
1 C -4.56 -2.11 -4.14  -1.610
2 Br -5.04 -3.26 -2.66  0.523
3 Br -5.44 -0.42 -3.90  0.583
4 Br -5.02 -2.91 -5.86  0.519
5 H -3.49 -2.00 -4.13  -0.062
6 C -4.24 -5.98 0.46  -1.559
7 Br -3.82 -6.66 -1.29  0.580
8 Br -5.17 -4.29 0.53  0.594
9 Br -2.68 -5.89 1.61  0.615
10 H -4.90 -6.72 0.89  -0.040
11 C -3.82 -2.99 5.98  -1.516
12 Br -1.91 -2.89 5.81  0.647
13 Br -4.74 -2.75 4.26  0.658
14 Br -4.35 -1.52 7.15  0.572
15 H -4.16 -3.88 6.46  -0.027
16 C -1.45 -5.96 -5.61  -1.595
17 Br -1.74 -4.08 -5.49  0.596
18 Br 0.16 -6.54 -4.70  0.560
19 Br -1.32 -6.54 -7.46  0.566
20 H -2.30 -6.43 -5.14  -0.027
21 O -2.64 -1.07 -1.15  -0.287
22 P -1.30 -1.45 -0.69  0.485
23 N -1.26 -2.17 0.79  -0.267
24 C -0.05 -2.83 1.27  -0.120
25 C -2.40 -2.25 1.72  -0.142
26 N -0.29 -0.14 -0.59  -0.274
27 C 1.11 -0.13 -0.22  -0.102
28 C -0.90 1.15 -1.00  -0.084
29 N -0.47 -2.53 -1.64  -0.265
30 C 0.39 -2.10 -2.71  -0.131
31 C -0.88 -3.94 -1.54  -0.114
32 H -0.26 -3.88 1.51  0.058
33 H 0.23 -2.41 2.22  0.072
34 H 0.77 -2.76 0.56  0.067
35 H -3.18 -1.58 1.36  0.069
36 H -2.08 -2.15 2.76  0.032
37 H -2.84 -3.27 1.72  -0.049
38 H 1.20 -0.47 0.82  0.080
39 H 1.65 -0.86 -0.83  0.030
40 H 1.59 0.83 -0.26  0.061
41 H -0.30 1.90 -0.50  0.036
42 H -0.79 1.31 -2.08  0.089
43 H -1.92 1.21 -0.67  0.042
44 H -0.18 -1.60 -3.50  0.084
45 H 1.14 -1.41 -2.34  0.039
46 H 0.89 -2.96 -3.15  0.058
47 H -1.96 -4.10 -1.44  0.042
48 H -0.49 -4.43 -0.62  0.062
49 H -0.52 -4.56 -2.36  0.033
50 O -2.08 3.90 -0.46  -0.260
51 P -1.66 4.85 0.59  0.491
52 N -0.04 4.74 0.94  -0.302
53 C 1.05 5.48 0.37  -0.103
54 C 0.38 3.51 1.61  -0.087
55 N -2.41 4.67 2.05  -0.311
56 C -1.89 5.20 3.27  -0.125
57 C -3.68 3.95 2.13  -0.081
58 N -1.80 6.43 0.13  -0.303
59 C -1.15 7.55 0.82  -0.122
60 C -2.90 6.84 -0.73  -0.110
61 H 0.71 6.46 0.03  0.059
62 H 1.35 4.98 -0.57  0.104
63 H 1.88 5.66 1.04  0.074
64 H 0.84 2.83 0.87  0.064
65 H -0.46 2.97 2.04  0.077
66 H 1.17 3.73 2.34  0.091
67 H -0.86 5.54 3.15  0.072
68 H -2.51 6.03 3.61  0.086
69 H -1.75 4.40 4.01  0.084
70 H -4.21 3.98 1.18  0.076
71 H -3.53 2.87 2.30  0.071
72 H -4.31 4.45 2.87  0.088
73 H -1.87 8.15 1.39  0.085
74 H -0.35 7.17 1.44  0.054
75 H -0.71 8.26 0.08  0.089
76 H -3.59 6.02 -0.92  0.074
77 H -2.46 7.10 -1.70  0.086
78 H -3.48 7.66 -0.30  0.078
79 O 3.59 -1.54 -1.79  -0.277
80 P 4.33 -2.29 -2.82  0.514
81 N 3.75 -3.88 -2.82  -0.286
82 C 2.91 -4.33 -1.77  -0.132
83 C 3.94 -4.83 -3.92  -0.101
84 N 5.96 -2.40 -2.55  -0.319
85 C 6.41 -2.68 -1.21  -0.117
86 C 6.88 -2.92 -3.55  -0.115
87 N 4.22 -1.79 -4.39  -0.295
88 C 2.89 -1.89 -4.99  -0.093
89 C 4.83 -0.48 -4.66  -0.100
90 H 3.42 -5.14 -1.22  0.090
91 H 1.92 -4.65 -2.07  0.064
92 H 2.87 -3.57 -0.99  0.073
93 H 3.84 -5.85 -3.53  0.085
94 H 4.92 -4.82 -4.41  0.072
95 H 3.23 -4.65 -4.74  0.062
96 H 7.33 -2.11 -1.06  0.085
97 H 5.71 -2.42 -0.42  0.078
98 H 6.63 -3.75 -1.02  0.087
99 H 6.91 -3.99 -3.40  0.079
100 H 6.56 -2.57 -4.52  0.067
101 H 7.84 -2.43 -3.37  0.087
102 H 2.51 -2.88 -4.75  0.048
103 H 2.21 -1.20 -4.48  0.083
104 H 2.95 -1.65 -6.04  0.089
105 H 5.92 -0.49 -4.49  0.072
106 H 4.45 0.31 -3.99  0.077
107 H 4.72 -0.21 -5.71  0.085
108 C -1.41 0.70 4.66  -0.049
109 O -0.15 0.23 4.30  0.015
110 C 0.60 -0.29 5.21  -0.757
111 O 0.38 -0.32 6.35  0.144
112 O 1.72 -0.68 4.68  0.012
113 C 2.72 -1.18 5.58  -0.007
114 H -1.30 1.51 5.39  0.104
115 H -2.00 -0.07 5.14  0.047
116 H -1.84 1.13 3.77  0.089
117 H 3.13 -2.02 5.04  0.093
118 H 2.31 -1.48 6.53  0.090
119 H 3.45 -0.38 5.67  0.098
120 C -6.60 0.44 4.70  -0.054
121 O -6.34 1.18 3.52  0.021
122 C -5.95 0.54 2.46  -0.705
123 O -5.88 -0.60 2.33  0.113
124 O -5.59 1.45 1.57  0.004
125 C -4.93 1.01 0.37  -0.030
126 H -5.73 -0.20 4.92  0.002
127 H -7.46 -0.22 4.64  0.102
128 H -6.63 1.13 5.53  0.095
129 H -5.20 0.03 -0.02  0.089
130 H -3.84 1.11 0.47  0.077
131 H -5.13 1.69 -0.48  0.100
132 C 4.59 6.69 0.80  0.014
133 O 4.36 5.73 -0.31  -0.022
134 C 4.45 4.43 -0.06  -0.677
135 O 4.68 3.94 0.99  0.143
136 O 4.28 3.78 -1.20  0.011
137 C 4.44 2.38 -1.21  -0.035
138 H 5.58 6.49 1.19  0.095
139 H 3.90 6.40 1.60  0.079
140 H 4.41 7.68 0.43  0.086
141 H 3.48 1.89 -1.01  0.082
142 H 5.12 1.95 -0.47  0.102
143 H 4.76 2.11 -2.20  0.082

The value obtained for the electronic energy is -34534.765300 Eh. Its HOMO-LUMO gap is 7.52 eV. The energy relative to the best compared isomer or geometry (same formula, charge and spin) comes out at 0.0 kJ/mol.



# C31H76N5O13

6 unconnected molecules or ions with the total composition C31H76N5O13 (ωB97M-V/def2-TZVPD, the Open Molecules 2025 dataset).

Each line ends with the Löwdin charge.
Element x y z (Å)
1 C -50.34 0.15 0.38  -0.778
2 O -50.99 0.85 1.12  0.005
3 O -50.11 0.63 -0.88  0.110
4 O -49.97 -0.95 0.73  -0.011
5 H -50.60 1.39 -0.90  0.010
6 C -46.73 1.35 2.04  -0.302
7 O -47.12 2.04 3.00  -0.177
8 C -48.47 2.49 2.82  -0.181
9 C -49.30 1.72 3.84  -0.284
10 N -50.68 1.95 3.53  -0.152
11 C -51.53 1.12 4.50  -0.135
12 C -53.00 1.36 3.84  -0.236
13 O -53.83 0.76 4.77  -0.237
14 C -55.16 0.53 4.26  -0.115
15 H -47.35 0.33 1.86  0.120
16 H -45.78 0.72 2.21  0.106
17 H -46.46 1.94 1.16  0.091
18 H -48.66 2.44 1.69  0.128
19 H -48.61 3.72 3.05  0.163
20 H -49.11 1.95 4.91  0.125
21 H -49.16 0.63 3.51  0.126
22 H -50.92 1.60 2.34  0.135
23 H -51.35 1.73 5.51  0.148
24 H -51.37 0.11 4.56  0.049
25 H -53.14 0.90 2.76  0.137
26 H -53.16 2.35 3.89  0.062
27 H -55.99 0.28 5.04  0.101
28 H -55.02 -0.33 3.55  0.079
29 H -55.57 1.46 3.72  0.094
30 C -49.34 10.17 -1.40  -0.242
31 O -50.56 10.01 -1.67  -0.149
32 C -51.22 8.95 -0.97  -0.178
33 C -52.53 8.69 -1.68  -0.168
34 N -53.16 7.60 -0.87  -0.084
35 C -52.85 6.31 -1.36  -0.280
36 C -53.61 5.17 -0.58  -0.224
37 O -53.39 4.02 -1.36  -0.232
38 C -53.11 2.91 -0.53  -0.098
39 H -48.99 10.19 -0.25  0.150
40 H -48.89 10.97 -1.84  0.070
41 H -48.84 9.49 -1.85  0.024
42 H -51.33 9.43 -0.06  0.102
43 H -50.52 8.11 -0.85  0.136
44 H -52.37 8.50 -2.73  0.108
45 H -53.16 9.61 -1.70  0.131
46 H -54.22 7.70 -0.92  0.135
47 H -51.75 5.90 -1.34  0.153
48 H -53.05 6.19 -2.45  0.119
49 H -54.71 5.65 -0.68  0.135
50 H -53.53 5.21 0.56  0.151
51 H -53.12 1.88 -1.14  0.119
52 H -53.48 2.60 0.37  0.046
53 H -52.01 3.08 -0.29  0.101
54 C -54.70 -1.03 -1.66  -0.301
55 O -54.26 -2.19 -1.72  -0.147
56 C -53.10 -2.45 -0.93  -0.128
57 C -53.25 -2.25 0.70  -0.171
58 N -51.89 -2.69 1.21  -0.075
59 C -52.09 -2.72 2.71  -0.165
60 C -50.61 -2.77 3.40  -0.277
61 O -50.76 -3.23 4.68  -0.194
62 C -49.54 -3.07 5.36  -0.124
63 H -55.74 -0.94 -2.08  0.100
64 H -54.07 -0.08 -1.81  0.097
65 H -55.03 -0.72 -0.59  0.090
66 H -52.16 -1.98 -1.29  0.122
67 H -52.89 -3.46 -1.12  0.090
68 H -54.19 -2.73 1.14  0.127
69 H -53.31 -1.18 1.05  0.084
70 H -51.20 -1.96 0.92  0.040
71 H -52.75 -3.51 3.28  0.147
72 H -52.34 -1.67 2.93  0.079
73 H -50.21 -1.74 3.15  0.108
74 H -50.05 -3.50 2.73  0.128
75 H -48.83 -3.90 4.97  0.106
76 H -49.62 -3.51 6.37  0.073
77 H -49.30 -1.99 5.46  0.102
78 C -46.41 -2.68 3.70  -0.294
79 O -46.01 -2.56 2.52  -0.103
80 C -47.14 -2.51 1.70  -0.208
81 C -46.56 -2.19 0.22  -0.164
82 N -47.73 -2.38 -0.69  -0.057
83 C -47.26 -2.13 -2.17  -0.177
84 C -48.50 -2.23 -3.10  -0.195
85 O -47.92 -2.07 -4.45  -0.284
86 C -48.74 -2.04 -5.65  -0.044
87 H -47.02 -2.00 4.14  0.055
88 H -45.61 -2.60 4.38  0.078
89 H -46.75 -3.65 4.20  0.106
90 H -48.05 -1.85 1.90  0.109
91 H -47.69 -3.47 1.74  0.115
92 H -45.76 -3.04 0.01  0.152
93 H -46.21 -1.22 0.36  0.066
94 H -48.54 -1.84 -0.46  0.042
95 H -46.47 -2.91 -2.41  0.114
96 H -46.72 -1.04 -2.25  0.150
97 H -49.42 -1.41 -2.87  0.167
98 H -48.89 -3.25 -3.22  0.106
99 H -48.42 -2.03 -6.61  0.048
100 H -49.20 -1.19 -5.43  0.029
101 H -49.30 -2.96 -5.36  0.102
102 C -48.96 1.66 -3.69  -0.265
103 O -49.95 2.06 -4.31  -0.137
104 C -51.19 2.18 -3.62  -0.164
105 C -52.11 2.94 -4.64  -0.156
106 N -53.44 2.90 -4.02  -0.083
107 C -54.47 3.42 -4.92  -0.199
108 C -55.77 3.51 -4.12  -0.222
109 O -56.73 4.16 -4.88  -0.200
110 C -58.00 4.48 -4.29  -0.064
111 H -48.92 0.71 -3.38  0.020
112 H -48.66 2.43 -2.82  0.148
113 H -48.08 1.53 -4.26  0.085
114 H -51.21 2.81 -2.72  0.112
115 H -51.63 1.20 -3.36  0.131
116 H -52.22 2.16 -5.54  0.169
117 H -51.91 4.00 -4.77  0.116
118 H -53.35 3.40 -3.24  -0.001
119 H -54.61 2.82 -5.82  0.121
120 H -53.98 4.24 -5.32  0.078
121 H -55.47 4.11 -3.25  0.117
122 H -56.12 2.43 -3.92  0.158
123 H -58.65 4.55 -5.16  0.093
124 H -57.97 5.27 -3.66  0.045
125 H -58.25 3.65 -3.68  0.074

The value obtained for the electronic energy is -2477.890902 Eh. Its HOMO-LUMO gap is 7.25 eV. The energy relative to the best compared isomer or geometry (same formula, charge and spin) comes out at 0.0 kJ/mol. The total charge is -1.



| no. | LUMO level (eV) | HOMO energy (eV) | maximum force (eV/Å) |
| --- | --- | --- | --- |
| 1 | 1.7 | -4.8 | 2.65 |
| 2 | -0.1 | -7.7 | 5.50 |
| 3 | 2.0 | -5.2 | 10.70 |